Record 1
The following is a quantum chemistry calculation of a structure of composition C17H31O8P2RhSb at a distorted geometry, from the Open Molecules 2025 dataset.

Geometry (Å):
Rh (-0.11, 0.95, 2.37)
O (1.66, 2.31, 1.34)
P (1.16, 1.66, -0.07)
O (2.15, 1.79, -1.14)
O (0.70, 0.27, 0.41)
O (-1.23, 2.60, 1.75)
P (-2.68, 0.77, 0.61)
O (-3.81, 1.61, 1.30)
O (-2.97, 0.28, -0.73)
O (-1.97, -0.06, 1.62)
H (2.27, 3.06, 1.23)
H (-4.49, 1.91, 0.68)
C (-0.82, 1.96, -1.90)
C (-0.43, 2.56, -0.55)
O (-1.55, 2.31, 0.38)
C (-0.08, 4.05, -0.66)
C (-0.06, 4.93, 0.43)
C (0.28, 6.26, 0.26)
C (0.64, 6.75, -0.98)
C (0.64, 5.89, -2.07)
C (0.28, 4.56, -1.91)
H (-1.10, 0.92, -1.78)
H (0.04, 2.00, -2.56)
H (-1.66, 2.50, -2.33)
H (-0.33, 4.57, 1.41)
H (0.27, 6.92, 1.12)
H (0.91, 7.79, -1.10)
H (0.92, 6.25, -3.05)
H (0.29, 3.92, -2.79)
C (-2.04, -4.00, 1.26)
C (-1.02, -3.93, 0.14)
C (-1.61, -4.13, -1.24)
Sb (0.03, -1.92, 0.23)
C (1.61, -1.93, -1.36)
C (2.25, -3.31, -1.44)
C (0.99, -1.48, -2.66)
C (1.18, -2.13, 2.13)
C (1.62, -3.57, 2.35)
C (0.42, -1.63, 3.35)
H (-2.53, -4.98, 1.24)
H (-2.81, -3.24, 1.13)
H (-1.59, -3.88, 2.24)
H (-0.17, -4.61, 0.31)
H (-2.37, -3.37, -1.46)
H (-2.11, -5.11, -1.27)
H (-0.86, -4.12, -2.02)
H (2.31, -1.18, -0.99)
H (1.53, -4.08, -1.71)
H (2.75, -3.60, -0.52)
H (3.01, -3.28, -2.22)
H (0.25, -2.20, -3.03)
H (1.77, -1.39, -3.42)
H (0.50, -0.51, -2.57)
H (2.05, -1.49, 1.94)
H (0.78, -4.22, 2.58)
H (2.31, -3.61, 3.20)
H (2.15, -3.97, 1.48)
H (-0.50, -2.19, 3.53)
H (0.09, -0.56, 3.27)
H (1.05, -1.70, 4.24)

The multiplicity is 5. The calculation puts the HOMO-LUMO gap (spin up / spin down) at 7.9 / 6.3 eV. The charge is +1. As for the maximum force: 1.638 eV/Å. Its molar mass is 650.04 g mol⁻¹. Its expectation value of S² is 6.013.

Record 2
The following is a quantum chemistry calculation of a structure of composition C17H32As3AuN3S2, from the Open Molecules 2025 dataset.

Geometry (Å):
Au (-1.52, 0.87, -0.43)
C (-2.06, 0.76, 3.23)
As (-0.82, 0.43, 1.80)
C (0.64, 1.63, 2.18)
C (-0.18, -1.39, 2.15)
C (0.75, -2.09, 1.12)
C (1.80, -1.11, 0.59)
C (-0.04, -2.70, -0.05)
As (-1.27, -1.52, -0.99)
C (-1.46, -2.11, -2.81)
C (-2.98, -2.06, -0.24)
C (1.42, -3.24, 1.90)
As (2.87, -4.46, 1.25)
C (4.40, -3.24, 1.37)
C (2.73, -4.49, -0.71)
H (-1.53, 0.59, 4.17)
H (-2.91, 0.08, 3.17)
H (-2.41, 1.79, 3.17)
H (1.03, 1.41, 3.17)
H (0.23, 2.64, 2.16)
H (1.42, 1.54, 1.43)
H (-1.05, -2.01, 2.38)
H (0.36, -1.25, 3.08)
H (1.34, -0.26, 0.07)
H (2.45, -1.61, -0.13)
H (2.42, -0.73, 1.40)
H (-0.66, -3.53, 0.29)
H (0.66, -3.08, -0.78)
H (-1.78, -3.15, -2.79)
H (-0.52, -2.02, -3.35)
H (-2.21, -1.49, -3.28)
H (-3.03, -3.15, -0.20)
H (-3.78, -1.69, -0.88)
H (-3.12, -1.65, 0.76)
H (0.63, -3.92, 2.25)
H (1.87, -2.83, 2.81)
H (4.47, -2.84, 2.38)
H (4.36, -2.41, 0.66)
H (5.30, -3.82, 1.17)
H (1.85, -5.04, -1.03)
H (3.60, -5.05, -1.06)
H (2.76, -3.51, -1.19)
S (-2.17, 2.93, -4.54)
C (-2.05, 1.98, -3.28)
N (-1.94, 1.24, -2.36)
C (0.94, 4.66, -2.56)
C (-0.32, 4.89, -1.80)
C (-0.95, 6.12, -1.75)
C (-2.10, 6.22, -0.98)
N (-2.60, 5.19, -0.32)
C (-1.94, 4.05, -0.46)
S (-2.67, 2.70, 0.43)
N (-0.82, 3.84, -1.14)
H (1.28, 5.56, -3.06)
H (0.77, 3.88, -3.31)
H (1.73, 4.31, -1.89)
H (-0.55, 6.98, -2.28)
H (-2.64, 7.16, -0.89)

The calculation puts the HOMO-LUMO gap at 6.6 eV. The charge is +1. As for the maximum force: 0.452 eV/Å. Its molar mass is 764.33 g mol⁻¹.

Record 3
The following is a quantum chemistry calculation of a structure of composition C17H32BCaCsF8LiN6O13 at a distorted geometry, from the Open Molecules 2025 dataset.

Geometry (Å):
N (0.43, -5.86, 1.03)
C (0.63, -4.81, 1.34)
O (0.85, -3.55, 1.57)
C (-0.29, -2.73, 1.19)
O (-1.30, -3.32, 0.47)
B (-2.05, -2.24, -0.15)
C (-2.71, -2.51, -1.66)
C (-4.20, -2.58, -1.67)
N (-4.71, -3.43, -0.59)
O (-1.05, -1.21, -0.37)
C (0.19, -1.61, 0.21)
C (0.62, -0.39, 1.08)
C (0.60, 0.93, 0.37)
N (1.61, 1.68, 0.21)
C (1.05, -2.05, -1.02)
F (0.52, -1.46, -2.10)
F (0.87, -3.38, -1.23)
C (2.56, -1.65, -1.02)
F (3.15, -1.79, 0.15)
F (2.69, -0.45, -1.54)
C (3.34, -2.61, -2.00)
F (4.51, -2.02, -2.23)
F (2.75, -2.71, -3.17)
F (3.61, -3.76, -1.47)
H (-0.68, -2.39, 2.17)
H (-2.88, -1.89, 0.70)
H (-2.25, -3.44, -2.05)
H (-2.41, -1.71, -2.36)
H (-4.67, -1.60, -1.55)
H (-4.55, -3.02, -2.63)
H (-5.69, -3.66, -0.78)
H (-4.19, -4.31, -0.67)
H (1.57, -0.56, 1.61)
H (-0.14, -0.30, 1.87)
H (-0.36, 1.27, -0.03)
H (1.30, 2.52, -0.29)
N (3.75, 3.71, 0.96)
H (3.85, 4.45, 0.25)
H (4.68, 3.36, 1.22)
H (3.27, 4.08, 1.79)
H (3.18, 2.91, 0.56)
Cs (5.66, 3.31, -0.50)
C (1.63, -0.96, 5.66)
C (0.24, -0.39, 5.42)
C (-0.55, -0.30, 6.72)
O (-0.46, -1.20, 4.49)
H (1.57, -1.97, 6.07)
H (2.18, -1.02, 4.72)
H (2.20, -0.34, 6.36)
H (0.32, 0.61, 4.98)
H (-0.68, -1.29, 7.16)
H (-1.55, 0.10, 6.53)
H (-0.05, 0.34, 7.45)
H (-0.55, -2.09, 4.87)
N (-2.22, -5.63, -3.21)
O (-1.56, -6.68, -3.33)
O (-2.74, -5.33, -2.12)
O (-2.24, -4.80, -4.16)
Li (-0.08, -4.57, -3.10)
C (2.52, 7.69, 1.21)
N (1.33, 8.41, 0.66)
O (0.54, 8.86, 1.47)
O (1.26, 8.49, -0.54)
H (2.46, 7.70, 2.31)
H (2.50, 6.68, 0.83)
H (3.41, 8.23, 0.87)
F (-1.12, 2.11, 1.53)
C (-2.78, -0.08, -4.97)
C (-3.28, 1.25, -5.48)
O (-4.46, 1.46, -4.71)
C (-4.35, 0.74, -3.57)
O (-5.08, 0.82, -2.65)
O (-3.27, -0.10, -3.63)
H (-1.70, -0.16, -4.99)
H (-3.21, -0.92, -5.52)
H (-2.58, 2.07, -5.28)
H (-3.51, 1.24, -6.55)
Ca (4.63, 7.60, 2.54)
O (4.52, 7.14, -3.00)
H (3.62, 7.10, -2.66)

The calculation puts the HOMO-LUMO gap at 1.2 eV. The charge is +1. As for the maximum force: 7.988 eV/Å. Its molar mass is 871.19 g mol⁻¹.

Record 4
The following is a quantum chemistry calculation of a structure of composition C17H32Br12F3GaIO2 at a distorted geometry, from the Open Molecules 2025 dataset.

Geometry (Å):
O (6.18, -0.23, -0.09)
C (5.47, -0.02, -0.96)
I (4.61, 1.96, -1.05)
C (5.24, -1.13, -2.00)
Ga (3.40, -1.18, -2.94)
C (1.91, -0.83, -1.57)
C (0.48, -1.09, -2.10)
O (-0.29, -1.64, -1.02)
C (-0.23, 0.22, -2.47)
F (0.55, 1.15, -2.97)
F (-1.17, 0.00, -3.43)
F (-0.92, 0.68, -1.42)
H (5.36, -2.08, -1.46)
H (6.00, -1.01, -2.78)
H (3.26, -2.60, -3.65)
H (3.43, -0.07, -4.10)
H (2.08, -1.49, -0.71)
H (1.98, 0.21, -1.22)
H (0.45, -1.77, -2.97)
H (0.02, -2.54, -0.94)
Br (-2.66, 5.81, 0.92)
C (-2.47, 4.85, -0.77)
C (-1.12, 4.21, -0.92)
Br (0.23, 5.54, -1.35)
H (-2.68, 5.58, -1.55)
H (-3.26, 4.10, -0.76)
H (-1.12, 3.51, -1.76)
H (-0.78, 3.69, -0.03)
Br (5.47, -5.27, -3.50)
C (4.38, -5.92, -4.98)
C (4.54, -5.05, -6.21)
Br (3.55, -3.39, -6.03)
H (3.35, -5.96, -4.63)
H (4.73, -6.93, -5.18)
H (4.12, -5.54, -7.08)
H (5.57, -4.79, -6.41)
Br (-2.21, 7.50, 4.14)
C (-3.41, 6.07, 4.68)
C (-3.01, 5.51, 6.02)
Br (-1.47, 4.34, 5.87)
H (-3.41, 5.33, 3.89)
H (-4.39, 6.53, 4.74)
H (-3.80, 4.88, 6.43)
H (-2.75, 6.28, 6.74)
Br (5.36, -6.91, -0.26)
C (4.56, -5.90, 1.21)
C (3.20, -5.38, 0.84)
Br (3.34, -3.82, -0.33)
H (5.27, -5.12, 1.47)
H (4.49, -6.61, 2.03)
H (2.68, -5.02, 1.72)
H (2.59, -6.11, 0.32)
Br (-3.37, -2.13, 5.89)
C (-3.65, -1.44, 4.08)
C (-2.36, -0.96, 3.47)
Br (-1.84, 0.77, 4.19)
H (-4.41, -0.67, 4.15)
H (-4.05, -2.29, 3.52)
H (-2.48, -0.80, 2.40)
H (-1.53, -1.63, 3.64)
Br (-6.62, 2.52, -0.94)
C (-7.28, 3.15, 0.79)
C (-6.17, 3.73, 1.62)
Br (-5.06, 2.33, 2.40)
H (-7.78, 2.31, 1.26)
H (-8.02, 3.92, 0.55)
H (-6.57, 4.28, 2.47)
H (-5.50, 4.38, 1.06)

The calculation puts the HOMO-LUMO gap at 6.8 eV. The charge is -1. As for the maximum force: 4.728 eV/Å. Its molar mass is 1480.91 g mol⁻¹.